{
  "formula": "C3H8NO2",
  "method": "the ωB97M-V functional and the def2-TZVPD basis",
  "symbols": ["N", "C", "C", "O", "C", "O", "H", "H", "H", "H", "H", "H", "H", "H"],
  "xyz": [[0.086, 1.327, 0.191], [-0.416, -0.098, 0.196], [0.786, -0.986, 0.050], [1.952, -0.181, 0.316], [-2.113, -0.310, -0.184], [-1.445, -0.241, 1.055], [0.474, 1.522, -0.776], [0.795, 1.235, 0.891], [-0.679, 1.968, 0.319], [0.876, -1.426, -1.099], [0.851, -1.740, 0.837], [2.777, -0.592, 0.116], [-2.784, 0.475, -0.377], [-2.202, -1.201, -0.703]],
  "forces_ev_per_angstrom": [[-0.7, -0.9, -2.8], [-3.6, 1.3, -2.3], [1.8, -1.7, -2.2], [-1.4, 1.2, 0.1], [5.1, 1.4, 0.6], [-0.4, -1.5, 2.1], [0.0, -0.1, 1.6], [1.1, 1.3, 0.6], [-0.3, 0.4, 0.7], [-0.5, 0.8, 3.1], [-0.9, -0.5, -0.5], [0.7, -0.8, -0.3], [-0.5, 1.1, -0.4], [-0.5, -2.0, -0.2]],
  "lowdin_charge": [0.2639, -0.3394, -0.1173, -0.0728, 0.1047, -0.0018, 0.2113, 0.1436, 0.1717, 0.1990, 0.1414, 0.1049, 0.1009, 0.0898],
  "smiles": "[NH3+][C@]1(CO)CO1",
  "multiplicity": 1,
  "lumo_energy_ev": -3.6,
  "e_above_lowest_ev": 4.217,
  "charge": 1,
  "e_tot_ev": -8815.736,
  "orbital_gap_ev": 11.00,
  "fmax_ha_per_bohr": 0.103
}

{
  "formula": "C3H8NO2P",
  "method": "the ωB97M-V functional and the def2-TZVPD basis",
  "symbols": ["C", "C", "C", "N", "O", "O", "P", "H", "H", "H", "H", "H", "H", "H", "H"],
  "xyz": [[0.563, -1.261, -0.498], [1.103, 1.035, 0.799], [0.019, -0.274, -1.378], [-1.257, 0.202, -1.301], [-0.300, -1.812, 0.460], [1.735, -1.695, -0.560], [-0.219, 1.238, 2.066], [1.865, 0.191, 1.136], [1.284, 1.818, 0.097], [0.617, 0.260, -2.098], [-2.048, -0.406, -0.999], [0.361, -2.442, 0.758], [-1.496, 1.100, -1.731], [-0.864, 0.051, 1.734], [-1.364, 1.995, 1.515]],
  "forces_ev_per_angstrom": [[1.4, -0.8, -0.1], [-0.2, -1.8, 1.7], [-0.7, 1.1, 0.6], [-1.3, -0.7, 0.1], [0.9, 0.8, -1.6], [-2.0, 0.6, 0.0], [-0.1, 0.4, -0.7], [-1.5, 2.3, -1.1], [0.7, 0.2, -0.3], [0.6, -0.4, 0.2], [1.2, 1.0, -0.2], [-0.2, -0.8, 0.9], [0.2, -0.9, 0.2], [-0.2, -0.6, 0.3], [1.3, -0.2, -0.1]],
  "lowdin_charge": [-0.5822, -0.3478, -0.1124, 0.0743, 0.0199, -0.0010, 0.7044, 0.0646, -0.0188, 0.1233, 0.1273, 0.1038, 0.1095, -0.1520, -0.1130],
  "multiplicity": 1,
  "lumo_energy_ev": [0.1, -0.3],
  "e_above_lowest_ev": 4.118,
  "charge": 0,
  "e_tot_ev": -18110.963,
  "orbital_gap_ev": [7.85, 7.54],
  "fmax_ha_per_bohr": 0.057
}

{
  "formula": "C3H8NO2S",
  "method": "the ωB97M-V functional and the def2-TZVPD basis",
  "symbols": ["C", "C", "S", "C", "N", "O", "H", "H", "H", "H", "H", "H", "H", "H", "O"],
  "xyz": [[-0.232, 0.635, -0.158], [-0.736, -0.494, 0.479], [-3.461, 1.110, -0.573], [0.495, -0.028, 1.373], [1.602, -0.697, 1.001], [0.417, 0.589, 2.395], [-0.668, 1.611, 0.064], [0.318, 0.426, -1.118], [-1.738, -0.394, 0.880], [-0.558, -1.396, -0.126], [-3.217, 2.000, -1.549], [1.784, -1.246, -2.512], [2.432, -0.375, 1.503], [1.799, -0.812, -0.049], [1.762, -0.930, -1.610]],
  "forces_ev_per_angstrom": [[-2.5, 0.9, -3.4], [-1.1, -0.3, -1.3], [0.4, 0.2, -0.1], [2.4, -2.6, 1.2], [1.2, 0.9, -1.0], [-1.2, 1.3, 1.1], [0.4, -0.1, 0.5], [0.7, 0.2, 1.2], [0.4, 0.1, 0.7], [0.3, 0.2, 0.8], [-0.1, 0.0, 0.0], [0.1, -0.1, 0.0], [-0.4, -0.3, 0.1], [-0.4, -0.8, -0.2], [-0.2, 0.4, 0.5]],
  "lowdin_charge": [0.0647, -0.1192, -0.1230, -0.6166, 0.1818, 0.1015, 0.0843, 0.1034, 0.0672, 0.1378, -0.4389, -0.1120, 0.1225, 0.0276, -0.4809],
  "multiplicity": 1,
  "lumo_energy_ev": 1.3,
  "e_above_lowest_ev": 5.635,
  "charge": -1,
  "e_tot_ev": -19658.185,
  "orbital_gap_ev": 5.06,
  "fmax_ha_per_bohr": 0.083
}

{
  "formula": "C3H8NO3",
  "method": "the ωB97M-V functional and the def2-TZVPD basis",
  "symbols": ["C", "O", "C", "N", "H", "H", "H", "H", "H", "H", "O", "C", "O", "H", "H"],
  "xyz": [[-1.043, 0.292, -1.082], [-2.048, 0.733, -0.312], [-0.386, -1.037, -0.555], [1.062, -0.912, -0.615], [-1.290, 0.133, -2.126], [-0.183, 1.003, -1.181], [-0.823, -1.257, 0.419], [-0.728, -1.830, -1.244], [1.510, -0.174, 0.002], [1.534, -1.760, -0.501], [1.678, 1.106, 0.701], [0.633, 1.054, 1.532], [-0.153, 0.025, 1.987], [0.502, 1.975, 2.128], [-0.266, 0.651, 0.845]],
  "forces_ev_per_angstrom": [[1.2, -0.1, 0.3], [0.2, 0.6, 1.1], [-0.2, -0.1, -1.3], [0.1, 0.7, -0.3], [-0.5, -0.3, -0.9], [0.0, 0.0, 0.0], [0.0, -0.1, 0.0], [0.3, 0.0, 0.2], [-1.0, -1.7, -1.4], [0.7, -1.6, 0.2], [-4.1, 0.6, 4.1], [5.7, 1.2, 1.7], [2.4, 2.9, -2.7], [-0.4, -0.1, -0.4], [-4.4, -2.1, -0.6]],
  "lowdin_charge": [-0.5373, -0.3137, -0.3119, -0.0316, 0.0663, 0.0763, 0.0717, 0.0910, -0.0132, 0.0095, -0.0647, -0.3640, 0.0083, 0.1409, 0.1725],
  "multiplicity": 1,
  "lumo_energy_ev": 2.9,
  "e_above_lowest_ev": 7.531,
  "charge": -1,
  "e_tot_ev": -10868.256,
  "orbital_gap_ev": 5.84,
  "fmax_ha_per_bohr": 0.117
}

Question: What is the multiplicity in the third record?
Answer: 1